Here is a molecular structure, C4H10N2S from OMol25. Energies are from the ωB97M-V functional and the def2-TZVPD basis.

The calculation puts the HOMO-LUMO gap at 9.30 eV. Its relative energy (zero: lowest compared OMol25 entry of this formula, charge and spin) is 4.152 eV. The calculation puts the total energy at -665.95036 a.u. For the HOMO energy, the calculation gives -8.503 eV. The lowest unoccupied orbital energy comes out at 0.794 eV. Its spin multiplicity is 1.

```
17
Properties=species:S:1:pos:R:3:forces:R:3:nbo_charge:R:1
N -2.183888 -0.005036 -0.751089 2.8 -1.0 -1.8 -0.82
H -2.088667 -0.086558 1.696003 -0.9 0.3 -2.6 0.22
H 0.192613 -0.732925 1.742964 -0.2 -0.5 2.2 0.21
C -0.198919 -0.277862 0.893105 0.3 -1.9 -2.5 -0.28
H -2.033093 -1.506639 0.606437 0.3 -0.3 0.4 0.21
H 2.934734 0.094982 0.415055 -3.4 0.3 -0.9 0.20
C 1.795900 0.239930 -0.145225 5.1 -0.3 0.3 -0.55
H -1.838991 0.937942 -0.993038 -1.2 -0.4 1.3 0.35
H 0.279474 2.815814 -0.114192 -1.3 -3.5 -1.2 0.38
C -1.766421 -0.457108 0.634701 2.4 1.2 0.8 -0.25
S 0.857135 -1.223705 -0.342313 -0.7 -1.5 -0.7 0.14
H -0.343964 1.461641 -1.295093 1.9 0.9 3.5 0.38
N -0.065737 1.733945 -0.234042 -2.5 8.4 -5.1 -0.86
H 2.127946 0.751918 -1.036765 -0.2 0.0 -0.6 0.21
H 1.099655 1.460822 1.403839 -0.7 0.3 -0.1 0.20
C 0.679773 0.958853 0.519336 1.3 -3.0 4.1 -0.10
H -1.358479 -0.502954 -1.463781 -3.0 0.9 2.7 0.34
```
Positions in Å, forces in eV/Å.